one:
A cluster of 2 separate species, C6H9O2 in total, computed with the ωB97M-V functional and the def2-TZVPD basis.

```
17
Properties=species:S:1:pos:R:3:lowdin_charge:R:1
C -2.11 0.16 -0.03 -0.551
C -0.08 -1.85 -0.34 -0.200
C 0.16 -1.39 1.09 -0.187
C -0.07 -0.37 0.00 -0.330
C 0.77 2.01 -0.07 -0.127
C 0.89 0.56 -0.64 -0.260
O -2.37 1.13 0.70 -0.054
O -2.65 -0.63 -0.77 -0.020
H 0.79 -2.16 -0.92 0.066
H -1.07 -2.45 -0.65 0.121
H -0.65 -1.51 1.86 0.085
H 1.22 -1.62 1.64 0.111
H 1.23 2.14 0.93 0.060
H -0.26 2.20 0.11 0.025
H 1.41 2.79 -0.60 0.068
H 2.00 0.30 -0.58 0.102
H 0.79 0.69 -1.73 0.092
```

* E_LUMO: 4.15 eV
* HOMO energy: -3.1 eV
* net charge: -1



two:
A cluster of 2 separate species, C6H9O2 in total, computed with the ωB97M-V functional and the def2-TZVPD basis.

```
17
Properties=species:S:1:pos:R:3:lowdin_charge:R:1
O -2.17 -0.79 0.82 -0.062
C -1.18 -0.56 1.55 -0.741
O -1.00 -0.75 2.76 -0.042
C 0.06 0.04 0.83 -0.064
C 0.13 -0.06 -0.56 -0.025
C 1.25 0.32 -1.41 -0.518
C 2.35 0.96 -0.87 -0.074
C 0.96 -0.03 -2.73 -0.019
H -0.30 1.09 0.44 0.210
H 0.95 0.17 1.43 0.121
H -0.81 -0.33 -1.03 0.111
H -2.22 2.13 -1.89 0.035
H 2.45 1.15 0.19 -0.004
H 3.24 1.06 -1.48 0.010
H 1.70 0.02 -3.52 0.028
H 0.13 -0.70 -2.94 0.019
H -1.51 1.93 -1.79 0.016
```

* E_LUMO: 2.78 eV
* HOMO energy: -2.8 eV
* net charge: -1



Bottom line: one, by a margin of 213.7 kJ/mol.



one:
The molecule C3H2ClNOS, computed with the ωB97M-V functional and the def2-TZVPD basis.

```
9
Properties=species:S:1:pos:R:3:lowdin_charge:R:1
C 0.18 0.88 -0.71 -0.229
C 0.16 -0.41 -0.15 -0.246
C 0.05 2.07 -0.01 -0.509
N -0.04 -0.68 1.12 -0.317
O -0.91 -3.06 1.16 -0.522
S -0.38 -1.96 1.95 0.905
Cl -0.13 3.46 -0.87 0.685
H 0.69 0.97 -1.75 0.129
H 0.38 -1.28 -0.74 0.104
```

* E_LUMO (spin up / spin down): -1.69 / -1.99 eV
* HOMO energy (spin up / spin down): -9.7 / -8.0 eV



two:
The molecule C3H2ClNOS, computed with the ωB97M-V functional and the def2-TZVPD basis.

```
9
Properties=species:S:1:pos:R:3:lowdin_charge:R:1
C -0.67 0.53 0.15 -0.125
C -0.20 -0.92 0.10 -0.203
C -2.01 0.51 0.11 -0.839
N -1.15 -1.76 0.11 -0.180
O -3.54 -1.40 -0.72 -0.469
S -2.71 -1.17 0.41 0.883
Cl -3.14 1.79 -0.02 0.672
H 0.19 1.30 0.05 0.134
H 0.91 -1.06 0.06 0.127
```

* E_LUMO: -0.66 eV
* HOMO energy: -9.9 eV



three:
The molecule C3H2ClNOS, computed with the ωB97M-V functional and the def2-TZVPD basis.

```
9
Properties=species:S:1:pos:R:3:lowdin_charge:R:1
S -2.84 -0.36 -0.14 0.653
C -1.24 -0.01 0.05 -0.854
C -0.07 -1.05 0.01 -0.033
C 0.95 -0.23 -0.21 -0.719
Cl 2.70 -0.32 -0.07 0.699
N 0.57 1.09 -0.30 -0.007
O -0.80 1.23 0.10 -0.033
H -0.39 -2.10 0.25 0.136
H 1.11 1.75 0.31 0.157
```

* structure (SMILES): S=c1cc(Cl)[nH]o1
* E_LUMO: 0.01 eV
* HOMO energy: -8.7 eV



Bottom line: two, by a margin of 27.6 kJ/mol.



one:
The molecule C2H3ClN4O2S, computed with the ωB97M-V functional and the def2-TZVPD basis.

```
13
Properties=species:S:1:pos:R:3:lowdin_charge:R:1
N -0.89 -0.78 -1.50 0.167
C -0.07 0.13 -0.97 -0.388
N 0.05 1.36 -1.42 0.053
N 0.92 2.00 -0.69 -0.009
N 1.50 1.27 0.16 -0.020
C 0.92 -0.02 0.19 -0.378
S -0.05 0.01 1.69 0.384
O -1.16 0.89 1.53 -0.300
O 0.73 -0.01 2.87 -0.287
Cl -0.87 -1.87 1.46 0.401
H -1.15 -1.69 -1.29 0.062
H -1.63 -0.45 -2.16 0.150
H 1.68 -0.84 0.13 0.165
```

* structure (SMILES): NC1=NN=N[C@H]1S(=O)(=O)Cl
* E_LUMO: -0.95 eV
* HOMO energy: -10.1 eV



two:
The molecule C2H3ClN4O2S, computed with the ωB97M-V functional and the def2-TZVPD basis.

```
13
Properties=species:S:1:pos:R:3:lowdin_charge:R:1
C -0.74 1.77 -1.84 -0.057
C -0.41 0.98 -0.68 -0.441
N -0.16 1.44 0.57 0.054
N 0.30 0.45 1.30 -0.017
N 0.26 -0.63 0.54 -0.237
S 0.72 -2.10 1.78 0.422
O -0.49 -2.48 2.46 -0.293
O 1.86 -1.55 2.36 -0.284
Cl 1.20 -3.53 0.42 0.431
N -0.19 -0.38 -0.70 0.106
H -1.44 2.59 -1.49 0.098
H -1.24 1.15 -2.59 0.074
H 0.33 2.30 -2.13 0.146
```

* structure (SMILES): Cc1nnn(S(=O)(=O)Cl)n1
* E_LUMO: -1.48 eV
* HOMO energy: -10.4 eV



Bottom line: one, by a margin of 73.0 kJ/mol.



one:
A cluster of 2 separate species, C5H7BrO2 in total, computed with the ωB97M-V functional and the def2-TZVPD basis.

```
15
Properties=species:S:1:pos:R:3:lowdin_charge:R:1
C -0.42 -0.62 1.38 -0.095
C 0.01 -0.64 -0.03 -0.483
C -1.11 -0.63 -1.04 -0.025
C 1.26 -0.31 -0.30 -0.575
Br 2.53 -1.11 0.86 0.742
H -0.84 -1.63 1.59 0.113
H -1.33 0.00 1.39 0.099
H 0.43 -0.30 1.90 0.011
H -1.12 0.40 -1.19 0.046
H -2.04 -0.76 -0.50 0.083
H -1.13 -1.21 -1.94 0.087
H 1.69 -0.38 -1.28 0.061
O -0.12 2.76 -0.97 0.219
C 0.65 2.24 -0.30 -0.493
O 1.53 2.19 0.41 0.210
```

* structure (SMILES): CC(C)=CBr.O=C=O
* E_LUMO: 0.47 eV
* HOMO energy: -9.0 eV



two:
The molecule C5H7BrO2, computed with the ωB97M-V functional and the def2-TZVPD basis.

```
15
Properties=species:S:1:pos:R:3:lowdin_charge:R:1
O -0.66 2.31 0.16 -0.019
C -0.39 1.07 -0.35 -0.355
C 1.06 0.54 -0.16 -0.179
O 1.36 0.00 1.16 0.025
C 0.98 -0.84 0.08 -0.297
C -0.45 -1.33 0.21 -0.141
C -1.21 0.00 0.49 -0.690
Br -3.05 -0.07 0.07 0.751
H -0.47 2.14 1.10 0.118
H -0.71 1.12 -1.42 0.169
H 1.95 0.84 -0.70 0.155
H 1.77 -1.42 -0.44 0.163
H -0.87 -1.79 -0.75 0.135
H -0.54 -2.05 0.96 0.094
H -1.35 0.12 1.55 0.069
```

* structure (SMILES): O[C@H]1[C@H]2O[C@H]2C[C@@H]1Br
* E_LUMO: 0.93 eV
* HOMO energy: -9.9 eV



Bottom line: one, by a margin of 28.2 kJ/mol.



one:
A cluster of 10 separate species, C5H30N2O10 in total, computed with the ωB97M-V functional and the def2-TZVPD basis.

```
47
Properties=species:S:1:pos:R:3:lowdin_charge:R:1
N -2.38 -0.37 -2.43 -0.013
C -1.79 0.10 -3.62 -0.332
C -0.43 0.87 -3.66 -0.201
N 0.24 0.76 -2.31 -0.098
C 1.02 1.97 -2.03 -0.266
C 1.72 1.93 -0.62 -0.128
C 3.14 1.26 -0.72 -0.205
O 3.29 0.09 -0.47 0.048
H -1.73 -0.88 -1.84 0.047
H -2.77 0.37 -1.86 0.050
H -1.74 -0.76 -4.32 0.099
H -2.68 0.85 -4.02 0.151
H 0.09 0.45 -4.61 0.122
H -0.60 2.11 -3.77 0.156
H 0.84 -0.07 -2.15 0.118
H 0.42 2.95 -1.99 0.122
H 1.74 2.17 -2.89 0.126
H 1.97 3.06 -0.31 0.153
H 1.07 1.48 0.16 0.060
H 3.98 1.90 -0.74 0.105
O 1.37 -2.04 -0.49 0.030
H 2.09 -1.49 -0.60 -0.011
H 1.21 -2.80 -0.10 -0.083
O 0.46 -4.18 0.64 0.012
H 1.39 -4.44 0.73 0.095
H 0.33 -3.95 1.47 -0.072
O -2.01 -1.21 2.91 -0.045
H -1.92 -0.24 3.08 0.042
H -2.05 -1.25 1.98 -0.015
O -1.79 1.36 -0.09 -0.024
H -1.94 1.77 -1.00 0.089
H -1.07 0.89 -0.32 -0.081
O 0.20 -2.81 2.93 -0.011
H 0.76 -2.05 2.84 0.027
H -0.66 -2.48 3.05 -0.022
O 0.01 3.06 1.65 -0.113
H 0.23 2.15 1.87 -0.022
H -0.46 2.94 0.72 0.086
O -0.95 -1.40 0.46 -0.119
H -0.77 -2.41 0.59 0.104
H -0.30 -1.46 -0.26 0.015
O 0.78 0.10 1.91 -0.032
H 0.16 -0.17 1.29 -0.045
H 0.23 0.19 2.71 0.051
O -1.58 1.68 3.21 -0.014
H -1.76 1.95 2.38 -0.038
H -1.43 2.52 3.67 0.080
```

* structure (SMILES): NCCNCCC=O.O.O.O.O.O.O.O.O.O
* E_LUMO: 0.24 eV
* HOMO energy: -9.3 eV



two:
A cluster of 10 separate species, C5H30N2O10 in total, computed with the ωB97M-V functional and the def2-TZVPD basis.

```
47
Properties=species:S:1:pos:R:3:lowdin_charge:R:1
C 3.33 1.38 0.04 -0.092
C 2.16 0.77 0.79 -0.220
N 1.26 -0.07 -0.03 -0.203
C 1.67 -0.38 -1.37 -0.108
C -0.18 0.18 0.04 -0.118
C -0.53 0.79 1.39 -0.526
N -0.44 -0.03 2.44 0.213
O -0.94 1.95 1.46 0.027
H 3.98 1.82 0.80 0.078
H 3.21 2.06 -0.80 0.072
H 3.93 0.57 -0.38 0.068
H 2.58 0.09 1.54 0.108
H 1.64 1.49 1.43 0.107
H 1.95 0.53 -1.93 0.081
H 2.55 -1.04 -1.43 0.087
H 0.94 -0.90 -2.00 0.087
H -0.70 -0.76 -0.12 0.101
H -0.61 0.87 -0.69 0.104
H -0.39 0.27 3.41 0.090
H -0.12 -0.97 2.25 0.088
O -2.78 2.27 -0.57 -0.071
H -3.63 2.01 -0.17 0.064
H -2.14 2.21 0.19 0.019
O -2.32 -0.28 -4.19 -0.098
H -2.57 -0.11 -5.10 0.026
H -2.00 0.59 -3.84 -0.013
O -2.85 -1.37 -0.77 -0.060
H -2.90 -1.43 -1.73 0.030
H -3.11 -0.44 -0.61 0.031
O 0.98 4.35 -2.73 -0.057
H 0.73 5.23 -3.04 0.043
H 1.18 3.94 -3.58 0.029
O -1.63 2.13 -3.07 -0.063
H -2.21 2.30 -2.30 0.018
H -0.75 2.17 -2.70 0.031
O 0.44 -3.74 -0.92 -0.042
H -0.28 -3.42 -1.47 0.050
H 0.26 -4.68 -0.79 0.062
O 0.26 -4.15 3.93 -0.074
H 0.70 -4.45 3.12 0.015
H 0.13 -3.25 3.62 -0.003
O 1.11 -2.92 1.58 -0.057
H 1.67 -2.29 1.14 0.026
H 0.46 -3.33 1.00 0.020
O -0.98 0.05 5.48 -0.037
H -1.38 -0.70 5.08 0.022
H -1.68 0.69 5.61 0.050
```

* structure (SMILES): CCN(C)CC(N)=O.O.O.O.O.O.O.O.O.O
* E_LUMO: 0.22 eV
* HOMO energy: -8.5 eV



Bottom line: two, by a margin of 357.7 kJ/mol.



one:
The molecule C6H7NO, computed with the ωB97M-V functional and the def2-TZVPD basis.

```
15
Properties=species:S:1:pos:R:3:lowdin_charge:R:1
O 2.51 -1.04 -0.19 0.091
C 1.45 -0.49 0.01 -0.336
C 1.43 0.98 -0.39 -0.029
C 0.48 1.74 0.02 -0.074
C -0.47 0.84 0.47 -0.215
N -1.22 0.09 -0.81 -0.028
C -1.00 -1.36 -0.19 -0.193
C 0.07 -0.74 0.58 -0.248
H 2.44 1.27 -0.88 0.148
H 0.24 2.82 0.17 0.142
H -1.14 0.91 1.30 0.118
H -2.39 0.37 -0.96 0.164
H -2.00 -1.77 0.33 0.133
H -0.52 -2.31 -0.97 0.177
H 0.15 -1.31 1.52 0.149
```

* structure (SMILES): O=C1C=C[C@H]2NC[C@@H]12
* E_LUMO: 0.21 eV
* HOMO energy: -9.4 eV



two:
The molecule C6H7NO, computed with the ωB97M-V functional and the def2-TZVPD basis.

```
15
Properties=species:S:1:pos:R:3:lowdin_charge:R:1
C 2.76 -0.31 -0.14 0.007
C 1.60 0.32 0.14 -0.155
C 0.29 -0.22 0.16 -0.152
O -0.02 -1.65 -0.05 0.015
C -1.36 -1.68 0.03 -0.156
C -1.93 -0.49 -0.03 -0.052
C -0.93 0.45 0.02 -0.337
N -1.14 1.76 -0.15 0.132
H 3.55 0.47 -0.05 0.056
H 2.82 -1.40 -0.15 0.061
H 1.66 1.41 0.17 0.101
H -1.72 -2.78 -0.17 0.168
H -2.99 -0.40 0.07 0.113
H -2.13 2.18 0.10 0.169
H -0.45 2.35 0.04 0.030
```

* structure (SMILES): C=Cc1occc1N
* E_LUMO: 0.88 eV
* HOMO energy: -7.3 eV



three:
The molecule C6H7NO, computed with the ωB97M-V functional and the def2-TZVPD basis.

```
15
Properties=species:S:1:pos:R:3:lowdin_charge:R:1
C 0.32 1.57 -0.02 0.030
C -1.04 1.24 0.05 0.020
C -1.43 -0.25 -0.17 -0.322
O -1.12 -0.99 0.96 -0.008
C -0.51 -1.28 -0.32 -0.184
C 0.93 -0.67 -0.50 -0.224
N 2.34 -0.37 0.17 0.110
C 1.05 0.30 0.47 -0.372
H 0.71 2.48 0.08 0.046
H -1.69 2.14 0.02 0.107
H -2.45 -0.23 -0.51 0.138
H -0.96 -2.21 -0.83 0.176
H 0.76 -0.45 -1.67 0.187
H 2.45 -1.29 0.85 0.155
H 0.61 0.01 1.42 0.142
```

* structure (SMILES): C1=C[C@@H]2O[C@@H]2[C@@H]2N[C@@H]12
* E_LUMO: 0.92 eV
* HOMO energy: -9.2 eV



four:
The molecule C6H7NO, computed with the ωB97M-V functional and the def2-TZVPD basis.

```
15
Properties=species:S:1:pos:R:3:lowdin_charge:R:1
C 0.29 0.37 -0.02 -0.259
C -0.37 1.78 0.00 0.033
C -1.85 0.12 -0.01 -0.383
C 1.56 -0.17 -0.01 -0.049
C -3.24 -0.37 0.01 0.007
C 2.80 0.63 0.00 -0.090
N -0.77 -0.55 -0.03 0.134
O -1.63 1.50 0.00 -0.009
H 1.62 -1.25 0.00 0.109
H -3.92 0.44 0.24 0.085
H -3.51 -0.79 -0.96 0.090
H -3.34 -1.16 0.75 0.090
H 3.60 0.09 0.51 0.075
H 2.63 1.59 0.48 0.080
H 3.14 0.82 -1.02 0.088
```

* E_LUMO: -0.48 eV
* HOMO energy: -8.7 eV



Bottom line: two, by a margin of 53.9 kJ/mol.